No. 1
The following is a DFT calculation (wB97M-V/def2-TZVPD) of a molecular structure, C40H49N4O2ScSi at a distorted geometry.

The calculation puts the energy above the lowest of the compared OMol25 structures with the same formula, charge and spin at 32.0 kJ/mol. Its largest force on an atom is 0.0465 Eh/bohr. The orbital gap comes out at 7.92 eV. Its charge is +2. The calculation puts the LUMO energy at -5.99 eV. As for the HOMO energy: -13.9 eV. The molar mass is 690.9 Da.

Atoms and positions in Å:
Sc  -0.276  0.353  0.546
C  2.771  -0.803  -5.571
C  1.672  -1.845  -5.311
C  0.630  -1.812  -6.469
C  2.338  -3.236  -5.295
C  1.004  -1.478  -3.914
C  -0.271  -0.866  -3.817
C  -0.583  -0.372  -2.569
N  0.182  -0.414  -1.485
C  1.420  -0.974  -1.604
C  1.871  -1.476  -2.806
C  2.213  -1.151  -0.337
C  3.377  -1.877  -0.296
C  4.014  -2.157  0.937
C  3.489  -1.566  2.051
C  2.295  -0.847  1.962
N  1.670  -0.670  0.809
C  5.168  -3.179  0.964
C  5.782  -3.308  2.362
C  4.698  -4.554  0.520
C  6.345  -2.673  0.020
H  3.151  -0.926  -6.620
H  3.713  -0.957  -5.002
H  2.413  0.210  -5.445
H  1.093  -2.057  -7.431
H  0.228  -0.811  -6.556
H  -0.234  -2.486  -6.215
H  2.927  -3.361  -6.196
H  1.595  -4.056  -5.319
H  2.999  -3.370  -4.430
H  -0.915  -0.788  -4.678
H  -1.457  0.250  -2.407
H  2.873  -1.900  -2.963
H  3.883  -2.239  -1.169
H  3.892  -1.682  3.044
H  1.827  -0.382  2.854
H  5.163  -3.819  3.065
H  5.993  -2.316  2.805
H  6.796  -3.736  2.162
H  3.896  -4.970  1.208
H  5.560  -5.244  0.523
H  4.369  -4.494  -0.513
H  6.694  -1.682  0.357
H  5.992  -2.555  -1.025
H  7.182  -3.358  0.116
N  -0.613  7.717  -0.388
C  -0.132  6.861  0.543
O  0.221  7.190  1.659
C  -0.267  5.397  0.194
C  0.848  4.618  0.442
C  0.666  3.257  0.440
N  -0.504  2.675  0.246
C  -1.588  3.459  -0.069
C  -1.514  4.848  -0.014
H  -0.429  8.686  -0.232
H  -0.706  7.516  -1.370
H  1.822  5.090  0.591
H  1.493  2.634  0.786
H  -2.467  2.896  -0.185
H  -2.407  5.442  -0.018
C  -4.820  -1.235  3.669
C  -3.614  -1.677  2.835
C  -3.915  -2.908  1.957
C  -2.490  -2.074  3.802
Si  -3.000  -0.271  1.801
O  -1.712  -0.711  0.870
C  -4.220  0.472  0.670
C  -5.253  1.211  1.195
C  -6.134  1.970  0.418
C  -5.919  2.041  -0.941
C  -4.942  1.244  -1.492
C  -4.040  0.484  -0.745
C  -2.102  1.193  2.681
C  -0.831  1.011  3.210
C  -0.013  2.083  3.630
C  -0.473  3.340  3.556
C  -1.772  3.559  3.145
C  -2.585  2.506  2.770
H  -5.304  -2.012  4.260
H  -5.658  -0.978  3.052
H  -4.627  -0.408  4.370
H  -4.248  -3.740  2.562
H  -3.043  -3.290  1.391
H  -4.679  -2.771  1.168
H  -2.623  -3.083  4.219
H  -2.451  -1.414  4.677
H  -1.498  -2.127  3.270
H  -5.385  1.239  2.253
H  -6.906  2.548  0.916
H  -6.517  2.613  -1.628
H  -4.826  1.287  -2.556
H  -3.252  -0.111  -1.228
H  -0.413  -0.020  3.307
H  0.934  1.844  4.051
H  0.119  4.203  3.842
H  -2.099  4.562  3.188
H  -3.557  2.767  2.367

Atoms 1-2, force components in eV/Å:
Sc -0.3 1.0 0.1
C 1.1 -0.4 -0.9

The molecule's Löwdin atomic charges, reported in e, are given here:
1. Sc 1.107
2. C -0.050
3. C -0.528
4. C -0.049
5. C -0.043
6. C -0.068
7. C 0.053
8. C -0.092
9. N 0.007
10. C -0.159
11. C 0.054
12. C -0.165
13. C 0.075
14. C -0.104
15. C 0.033
16. C -0.069
17. N -0.005
18. C -0.544
19. C -0.058
20. C -0.037
21. C -0.020
22. H 0.110
23. H 0.094
24. H 0.086
25. H 0.098
26. H 0.073
27. H 0.108
28. H 0.091
29. H 0.101
30. H 0.074
31. H 0.118
32. H 0.112
33. H 0.121
34. H 0.109
35. H 0.122
36. H 0.125
37. H 0.082
38. H 0.093
39. H 0.107
40. H 0.120
41. H 0.105
42. H 0.077
43. H 0.097
44. H 0.082
45. H 0.086
46. N 0.197
47. C -0.502
48. O 0.104
49. C -0.117
50. C 0.029
51. C -0.144
52. N -0.013
53. C -0.045
54. C 0.036
55. H 0.119
56. H 0.119
57. H 0.148
58. H 0.120
59. H 0.097
60. H 0.136
61. C -0.084
62. C -0.597
63. C -0.073
64. C -0.095
65. Si 0.529
66. O -0.331
67. C -0.231
68. C -0.112
69. C -0.042
70. C -0.070
71. C -0.086
72. C -0.069
73. C -0.209
74. C -0.154
75. C -0.079
76. C -0.072
77. C -0.046
78. C -0.061
79. H 0.096
80. H 0.065
81. H 0.095
82. H 0.085
83. H 0.088
84. H 0.092
85. H 0.096
86. H 0.088
87. H 0.082
88. H 0.096
89. H 0.118
90. H 0.113
91. H 0.102
92. H 0.085
93. H 0.100
94. H 0.109
95. H 0.133
96. H 0.115
97. H 0.105

No. 2
The following is a DFT calculation (wB97M-V/def2-TZVPD) of 5 unconnected molecules or ions with the total composition C40H49N5O10S2 at a distorted geometry.

Its largest force on an atom is 0.0195 Eh/bohr. The orbital gap comes out at 7.87 eV. Its charge is 0. The calculation puts the LUMO energy at -0.74 eV. As for the HOMO energy: -8.6 eV. Its SMILES is CCCCN(CCCC[C@@H]1COC(=O)C1)C(=S)SCCC.O=[N+]([O-])c1ccccc1.O=[N+]([O-])c1ccccc1.O=[N+]([O-])c1ccccc1.O=[N+]([O-])c1ccccc1. The molar mass is 824.0 Da.

Atoms and positions in Å:
C  2.841  4.923  -4.358
C  1.859  5.513  -3.330
C  1.484  4.579  -2.178
C  1.046  3.192  -2.640
N  0.837  2.229  -1.540
C  1.051  0.832  -1.966
C  2.499  0.541  -2.376
C  3.575  1.154  -1.465
C  4.756  1.721  -2.277
C  5.636  2.651  -1.456
C  6.378  3.765  -2.211
O  7.471  4.141  -1.342
C  7.525  3.272  -0.290
O  8.030  3.574  0.760
C  6.817  2.016  -0.719
C  -0.424  2.419  -0.926
S  -1.824  1.733  -1.431
S  -0.574  3.449  0.455
C  1.057  3.706  1.181
C  1.765  2.440  1.665
C  0.998  1.700  2.774
H  3.514  5.699  -4.729
H  2.323  4.512  -5.225
H  3.456  4.137  -3.916
H  2.311  6.415  -2.908
H  0.952  5.850  -3.840
H  2.310  4.482  -1.464
H  0.641  5.027  -1.639
H  0.120  3.283  -3.227
H  1.794  2.766  -3.305
H  0.387  0.554  -2.794
H  0.785  0.202  -1.113
H  2.591  -0.549  -2.369
H  2.672  0.842  -3.413
H  3.172  1.967  -0.866
H  3.989  0.369  -0.839
H  5.371  0.902  -2.658
H  4.360  2.279  -3.133
H  5.059  3.177  -0.685
H  5.740  4.641  -2.341
H  6.777  3.452  -3.179
H  6.547  1.341  0.089
H  7.474  1.530  -1.448
H  0.819  4.326  2.054
H  1.690  4.321  0.538
H  1.882  1.772  0.814
H  2.765  2.729  2.002
H  0.318  2.375  3.299
H  1.690  1.260  3.491
H  0.401  0.890  2.351
C  8.315  -1.328  4.602
C  7.073  -1.530  5.189
C  5.915  -1.273  4.473
C  6.031  -0.819  3.172
C  7.256  -0.609  2.567
C  8.406  -0.866  3.295
N  4.802  -0.550  2.410
O  3.742  -0.712  2.971
O  4.914  -0.174  1.258
H  9.216  -1.530  5.165
H  7.004  -1.888  6.206
H  4.941  -1.422  4.914
H  7.312  -0.249  1.552
H  9.374  -0.704  2.841
C  -1.427  -2.629  -1.148
C  -1.217  -3.965  -0.837
C  -1.348  -4.400  0.471
C  -1.703  -3.483  1.441
C  -1.901  -2.143  1.159
C  -1.758  -1.718  -0.152
N  -1.908  -3.957  2.820
O  -1.749  -5.143  3.038
O  -2.239  -3.145  3.656
H  -1.344  -2.293  -2.174
H  -0.978  -4.675  -1.616
H  -1.203  -5.439  0.727
H  -2.174  -1.453  1.942
H  -1.909  -0.675  -0.401
C  -6.539  -5.078  2.894
C  -5.211  -5.419  2.668
C  -4.709  -5.439  1.377
C  -5.556  -5.109  0.334
C  -6.880  -4.771  0.536
C  -7.373  -4.758  1.830
N  -5.018  -5.093  -1.037
O  -3.852  -5.397  -1.176
O  -5.756  -4.752  -1.937
H  -6.925  -5.055  3.904
H  -4.560  -5.664  3.496
H  -3.679  -5.700  1.187
H  -7.509  -4.518  -0.304
H  -8.404  -4.488  2.005
C  -9.422  -0.273  -2.634
C  -9.354  -1.602  -2.239
C  -9.475  -1.935  -0.900
C  -9.661  -0.920  0.020
C  -9.730  0.410  -0.349
C  -9.608  0.730  -1.691
N  -9.787  -1.268  1.446
O  -9.686  -2.440  1.749
O  -9.970  -0.367  2.233
H  -9.328  -0.017  -3.681
H  -9.205  -2.382  -2.973
H  -9.425  -2.963  -0.575
H  -9.873  1.176  0.398
H  -9.657  1.765  -2.000

Atoms 1-2, force components in eV/Å:
C -0.1 0.2 0.1
C 0.2 0.1 -0.1

Results of the Löwdin charge analysis, in e, for atoms 1 through 99:
1. C -0.102
2. C -0.242
3. C -0.201
4. C -0.176
5. N -0.204
6. C -0.212
7. C -0.170
8. C -0.176
9. C -0.149
10. C -0.294
11. C -0.115
12. O 0.017
13. C -0.475
14. O 0.127
15. C -0.039
16. C -1.123
17. S 0.679
18. S 0.931
19. C -0.469
20. C -0.299
21. C -0.100
22. H 0.070
23. H 0.075
24. H 0.043
25. H 0.103
26. H 0.108
27. H 0.101
28. H 0.099
29. H 0.130
30. H 0.100
31. H 0.103
32. H 0.114
33. H 0.116
34. H 0.100
35. H 0.088
36. H 0.091
37. H 0.128
38. H 0.095
39. H 0.151
40. H 0.126
41. H 0.134
42. H 0.101
43. H 0.144
44. H 0.076
45. H 0.055
46. H 0.071
47. H 0.109
48. H 0.069
49. H 0.060
50. H 0.068
51. C -0.066
52. C -0.062
53. C 0.000
54. C -0.141
55. C 0.004
56. C -0.057
57. N -0.334
58. O 0.088
59. O 0.056
60. H 0.108
61. H 0.109
62. H 0.120
63. H 0.105
64. H 0.111
65. C -0.060
66. C -0.074
67. C -0.024
68. C -0.157
69. C 0.006
70. C -0.068
71. N -0.352
72. O 0.059
73. O 0.081
74. H 0.110
75. H 0.111
76. H 0.122
77. H 0.120
78. H 0.031
79. C -0.055
80. C -0.056
81. C -0.004
82. C -0.139
83. C -0.002
84. C -0.059
85. N -0.342
86. O 0.070
87. O 0.077
88. H 0.110
89. H 0.108
90. H 0.099
91. H 0.106
92. H 0.090
93. C -0.068
94. C -0.059
95. C -0.004
96. C -0.144
97. C -0.002
98. C -0.063
99. N -0.346

Q: The lowest molar mass belongs to which entry?
A: C40H49N4O2ScSi

Q: The lowest largest force on an atom belongs to which entry?
A: C40H49N5O10S2

Q: The lowest charge belongs to which entry?
A: C40H49N5O10S2

Q: Number 2 is which compound?
A: C40H49N5O10S2